(one)
The following is a DFT calculation (ωB97M-V/def2-TZVPD) of a gas-phase ion, C5H13N (charge +1).

```
! wB97M-V def2-TZVPD RIJCOSX def2/J DEFGRID3
* xyz 1 2
C -0.59896 1.20525 -0.09999
C 0.38097 -0.16704 0.07131
C 1.49286 0.02376 -0.97434
C -0.61750 -1.28506 -0.07619
C -0.72547 -2.39617 1.03668
N 0.02996 2.61898 0.07394
H -1.04059 1.16850 -1.12003
H -1.51763 1.20361 0.66376
H 0.63045 -0.14730 1.17855
H 1.69829 1.05619 -1.32117
H 2.40087 -0.21295 -0.37499
H 1.18472 -0.57467 -1.81402
H -0.58721 -1.68841 -1.08196
H -1.66128 -1.02871 -0.05551
H -1.05984 -3.35119 0.55616
H 0.23405 -2.66090 1.49692
H -1.27547 -1.99549 1.82583
H 0.20810 3.01064 -0.77002
H 0.98449 2.60340 0.55403
*
```

As for the expectation value of S²: 0.76. The calculation puts the HOMO-LUMO gap (spin up / spin down) at 12.1 / 6.4 eV. For the HOMO energy (spin up / spin down), the calculation gives -15.288 / -15.299 eV.

These are the natural (NBO) partial charges, in e, on atoms 1 to 6:
1. C -0.264
2. C -0.117
3. C -0.637
4. C -0.452
5. C -0.593
6. N -0.361

(two)
The following is a DFT calculation (ωB97M-V/def2-TZVPD) of a gas-phase ion, C5H13N (charge +1).

```
! wB97M-V def2-TZVPD RIJCOSX def2/J DEFGRID3
* xyz 1 2
C 1.13411 -1.68199 -0.48731
C 2.13106 -0.50957 -0.63657
C -0.14026 -1.32277 0.32209
N -0.88908 -0.17259 -0.07622
C -1.01482 0.99510 0.84277
C -1.75823 2.10773 0.15064
H 1.54864 -2.59470 -0.06641
H 0.72904 -2.01315 -1.45304
H 2.19525 -0.21083 -1.67928
H 1.68130 0.35864 -0.15069
H 3.10253 -0.72461 -0.21024
H -0.83411 -2.16853 0.14844
H 0.10151 -1.23395 1.38356
H -0.57198 0.28512 -0.93038
H 0.02658 1.15423 1.18228
H -1.40660 0.66192 1.81010
H -2.64612 1.64685 -0.28918
H -1.27383 2.56981 -0.71185
H -2.11499 2.85329 0.85130
*
```

As for the expectation value of S²: 0.75. The calculation puts the HOMO-LUMO gap (spin up / spin down) at 13.4 / 8.3 eV. For the HOMO energy (spin up / spin down), the calculation gives -16.168 / -16.230 eV.

These are the natural (NBO) partial charges, in e, on atoms 1 to 6:
1. C -0.400
2. C -0.620
3. C -0.285
4. N -0.111
5. C -0.266
6. C -0.653

(three)
The following is a DFT calculation (ωB97M-V/def2-TZVPD) of 2 unconnected molecules or ions with the total composition C5H13N.

```
! wB97M-V def2-TZVPD RIJCOSX def2/J DEFGRID3
* xyz 1 2
C 1.17229 -2.28124 -0.61453
C -0.26761 -2.20161 -0.17483
C -1.20827 -1.47910 -0.80030
H 1.78786 -2.44057 0.27326
H 1.47332 -1.34646 -1.09002
H 1.29477 -3.14921 -1.26089
H -0.62992 -3.09227 0.33863
H -2.21864 -1.31078 -0.44783
H -0.89653 -0.76852 -1.56615
C 0.34921 1.77477 -0.64072
N -0.41191 2.35556 0.42184
C -0.45332 1.60991 1.67200
H -0.12760 0.82418 -0.91895
H 1.30370 1.41114 -0.23336
H 0.44923 2.37930 -1.53174
H -0.22904 3.35335 0.59398
H 0.54367 1.56783 2.11542
H -1.08198 2.18572 2.35402
H -0.84923 0.60800 1.51018
*
```

As for the expectation value of S²: 0.75. The calculation puts the HOMO-LUMO gap (spin up / spin down) at 9.7 / 4.8 eV. For the HOMO energy (spin up / spin down), the calculation gives -13.042 / -12.997 eV.

These are the natural (NBO) partial charges, in e, on atoms 1 to 6:
1. C -0.652
2. C -0.157
3. C -0.414
4. H 0.227
5. H 0.192
6. H 0.248

Stability, descending: (two), (three), (one)

(one)
The following is a DFT calculation (ωB97M-V/def2-TZVPD) of 2 unconnected molecules or ions with the total composition C5H15NO.

```
! wB97M-V def2-TZVPD RIJCOSX def2/J DEFGRID3
* xyz 1 2
C -0.58013 -1.68617 0.83420
N -1.06194 -0.49365 0.08805
C 2.04845 1.51721 -1.28117
C 0.96344 0.44434 -1.09475
C -0.03100 0.59231 0.24810
C 0.83029 0.53381 1.52546
H 0.50078 -1.92900 0.68882
H -0.95299 -1.42012 1.91237
H -0.97657 -2.60000 0.52221
H -1.03176 -0.74773 -0.93037
H 2.44654 1.51776 -2.37415
H 1.53856 2.48775 -1.09108
H 3.00923 1.45466 -0.61983
H 1.34976 -0.60626 -1.04274
H 0.23507 0.34130 -1.94850
H -0.62876 1.48266 0.09365
H 0.11166 0.83036 2.38749
H 1.84809 1.06685 1.54979
H 1.10296 -0.45695 2.06643
H -3.89447 -1.11414 -1.19087
H -2.94931 -0.52318 -0.11247
O -3.87789 -0.69179 -0.23062
*
```

As for the expectation value of S²: 0.75. The calculation puts the HOMO-LUMO gap (spin up / spin down) at 11.8 / 6.2 eV. For the HOMO energy (spin up / spin down), the calculation gives -15.067 / -15.025 eV.

These are the natural (NBO) partial charges, in e, on atoms 1 to 6:
1. C -0.480
2. N -0.246
3. C -0.648
4. C -0.338
5. C -0.056
6. C -0.715

(two)
The following is a DFT calculation (ωB97M-V/def2-TZVPD) of 2 unconnected molecules or ions with the total composition C5H15NO.

```
! wB97M-V def2-TZVPD RIJCOSX def2/J DEFGRID3
* xyz 1 2
C 1.92818 -0.01798 -1.27801
C 1.66662 -0.74832 0.03253
N 0.44859 -0.39074 0.86186
C -0.72644 -0.42186 -0.04182
C -1.81541 -1.21456 0.65247
C 0.57735 0.78503 1.71525
H 1.03890 0.40464 -1.65765
H 2.69288 0.73008 -1.27925
H 2.41828 -0.62289 -2.05962
H 2.58218 -0.71679 0.70052
H 1.50311 -1.80206 -0.27672
H -0.66530 -0.77031 -1.03360
H -1.04518 0.65087 -0.06871
H -1.37504 -2.28467 0.63339
H -2.71886 -1.46636 0.03472
H -2.09593 -1.00005 1.74675
H 0.55457 0.45244 2.75867
H -0.19832 1.59449 1.87301
H 1.61310 1.29224 1.56657
H -2.43314 1.48937 -2.26674
H -1.74025 1.85530 -0.91600
O -2.20989 2.20213 -1.69764
*
```

As for the expectation value of S²: 0.75. The calculation puts the HOMO-LUMO gap (spin up / spin down) at 12.0 / 7.1 eV. For the HOMO energy (spin up / spin down), the calculation gives -14.866 / -14.861 eV.

These are the natural (NBO) partial charges, in e, on atoms 1 to 6:
1. C -0.642
2. C -0.269
3. N 0.054
4. C -0.265
5. C -0.649
6. C -0.522

(three)
The following is a DFT calculation (ωB97M-V/def2-TZVPD) of 2 unconnected molecules or ions with the total composition C5H15NO.

```
! wB97M-V def2-TZVPD RIJCOSX def2/J DEFGRID3
* xyz 1 2
C -1.13595 -0.54665 -2.04215
N -0.58200 0.26523 -0.97487
C -0.92560 1.73332 -1.05597
C 1.85407 -0.23049 -1.48892
C 0.68845 -0.20022 -0.41834
C 1.22974 0.70101 0.68380
H -0.83081 -0.11422 -2.98962
H -1.02305 -1.61588 -2.23105
H -2.20846 -0.33363 -1.86338
H -2.01212 1.57673 -0.78746
H -0.75795 2.13596 -2.05843
H -0.38022 2.25125 -0.25530
H 2.79266 -0.54763 -1.08494
H 1.99929 0.76976 -1.90556
H 1.52892 -0.95437 -2.26473
H 0.56723 -1.33058 -0.34378
H 2.22394 0.37076 0.95050
H 1.36227 1.71346 0.26467
H 0.64508 0.79998 1.59525
H -1.56726 -1.90023 5.39153
H -1.79272 -2.74703 6.52912
O -1.67551 -1.79653 6.34964
*
```

As for the expectation value of S²: 0.75. The calculation puts the HOMO-LUMO gap (spin up / spin down) at 10.6 / 6.3 eV. For the HOMO energy (spin up / spin down), the calculation gives -13.443 / -13.443 eV.

These are the natural (NBO) partial charges, in e, on atoms 1 to 6:
1. C -0.489
2. N 0.032
3. C -0.451
4. C -0.576
5. C -0.098
6. C -0.635

Stability, descending: (three), (two), (one)

(one)
The following is a DFT calculation (ωB97M-V/def2-TZVPD) of 2 unconnected molecules or ions with the total composition C4H6N3.

```
! wB97M-V def2-TZVPD RIJCOSX def2/J DEFGRID3
* xyz 1 1
C 2.22019 -0.04197 -0.03425
C -1.13804 -1.45737 0.09908
C -0.20234 0.44567 0.41702
C -1.01048 1.46508 -0.34515
N 1.07855 0.27481 0.20287
N -1.67118 -2.44092 0.40725
N 3.34532 -0.32341 -0.12090
H -0.50955 0.25497 1.39862
H -1.65015 2.21993 0.26354
H -1.85044 1.03267 -0.86317
H -0.41131 1.93610 -1.09885
H -2.16913 -3.28709 0.49108
H 3.96856 -0.07848 -0.81713
*
```

The calculation puts the HOMO-LUMO gap at 10.1 eV. For the HOMO energy, the calculation gives -15.049 eV.

These are the natural (NBO) partial charges, in e, on atoms 1 to 6:
1. C 0.732
2. C 0.388
3. C 0.302
4. C -0.708
5. N -0.512
6. N -0.583

(two)
The following is a DFT calculation (ωB97M-V/def2-TZVPD) of 2 unconnected molecules or ions with the total composition C4H6N3.

```
! wB97M-V def2-TZVPD RIJCOSX def2/J DEFGRID3
* xyz 1 1
C 1.12223 -1.74053 0.11861
C -0.05164 -0.92459 0.17536
C -0.34820 2.31196 -0.30582
C -1.36613 -1.35415 0.25786
N 2.17247 -0.97521 0.03288
N 1.81261 0.30460 0.06173
N 0.54691 0.39784 -0.04021
H 1.19683 -2.78610 0.11950
H -0.08604 2.97031 0.55501
H -1.37055 2.07847 -0.28899
H -1.74642 -2.20138 0.72823
H 0.05907 2.48809 -1.25804
H -1.94114 -0.56932 -0.15611
*
```

The calculation puts the HOMO-LUMO gap at 8.7 eV. For the HOMO energy, the calculation gives -15.389 eV.

These are the natural (NBO) partial charges, in e, on atoms 1 to 6:
1. C 0.099
2. C -0.028
3. C -0.111
4. C -0.077
5. N -0.225
6. N 0.100

Stability, descending: (one), (two)

(one)
The following is a DFT calculation (ωB97M-V/def2-TZVPD) of 2 unconnected molecules or ions with the total composition C2H6IN4.

```
! wB97M-V def2-TZVPD RIJCOSX def2/J DEFGRID3
* xyz 1 1
C 1.28145 -2.38255 0.48131
C -0.81184 1.48930 1.21897
N 1.13968 -2.64191 1.62174
N 1.67843 -1.80382 -0.55201
N -0.92338 0.90267 0.14529
N 1.16720 -0.65556 -1.14666
I -2.68611 -0.21150 -0.24663
H -1.62435 1.60970 1.87701
H 0.14736 1.94288 1.57134
H 0.43427 -3.20489 2.09440
H 2.42975 -2.20870 -1.16857
H 1.14549 -0.82898 -2.14062
H 0.58038 -0.05215 -0.56184
*
```

The calculation puts the HOMO-LUMO gap at 8.7 eV. For the HOMO energy, the calculation gives -13.000 eV.

These are the natural (NBO) partial charges, in e, on atoms 1 to 6:
1. C 0.677
2. C -0.029
3. N -0.474
4. N -0.374
5. N -0.594
6. N -0.639

(two)
The following is a DFT calculation (ωB97M-V/def2-TZVPD) of a gas-phase ion, C2H6IN4 (charge +1).

```
! wB97M-V def2-TZVPD RIJCOSX def2/J DEFGRID3
* xyz 1 1
C -1.66796 -2.13308 0.22444
N -1.00510 -0.82938 0.35956
C 0.13433 -0.38489 -0.06829
I 1.85223 -1.31484 -0.67953
N 0.44738 1.25027 0.14287
N 1.50553 1.57226 -0.36182
N 1.80986 2.80652 -0.43166
H -1.17439 -2.83495 1.01486
H -1.42601 -2.41688 -0.80761
H -2.66885 -2.09366 0.49558
H -1.63207 -0.09288 0.69542
H 1.11494 3.39872 0.06903
H 2.71009 3.07278 -0.65286
*
```

The structure (SMILES) is C/[NH+]=C(I)/N=N/N. The calculation puts the HOMO-LUMO gap at 9.3 eV. For the HOMO energy, the calculation gives -13.979 eV.

These are the natural (NBO) partial charges, in e, on atoms 1 to 6:
1. C -0.420
2. N -0.497
3. C 0.307
4. I 0.382
5. N -0.288
6. N 0.040

Stability, descending: (two), (one)

(one)
The following is a DFT calculation (ωB97M-V/def2-TZVPD) of a single C3H3N5 molecule.

```
! wB97M-V def2-TZVPD RIJCOSX def2/J DEFGRID3
* xyz 0 1
C -1.44500 1.08077 0.27157
C 1.12696 -0.32247 1.37800
C 1.51635 -1.07635 0.25421
N -0.98265 0.89631 1.49740
N 0.14686 0.34847 1.47914
N 0.94591 -0.89364 -0.90315
N -1.02755 0.67514 -0.90020
N -0.04272 -0.08434 -1.33691
H -2.34035 1.65181 0.42801
H 2.26012 -1.79553 0.08496
H -0.15792 -0.48018 -2.25303
*
```

The calculation puts the HOMO-LUMO gap (spin up / spin down) at 8.4 / 8.4 eV. For the HOMO energy (spin up / spin down), the calculation gives -8.874 / -8.875 eV.

These are the natural (NBO) partial charges, in e, on atoms 1 to 6:
1. C 0.140
2. C 0.225
3. C -0.163
4. N -0.299
5. N 0.011
6. N -0.238

(two)
The following is a DFT calculation (ωB97M-V/def2-TZVPD) of a single C3H3N5 molecule.

```
! wB97M-V def2-TZVPD RIJCOSX def2/J DEFGRID3
* xyz 0 1
H 2.45381 -0.81873 0.97070
N 2.02033 0.05298 0.75906
C 1.24307 0.00067 -0.23312
N 0.50861 1.13561 -0.72646
C -0.77923 1.12844 -0.43665
C -1.35300 0.10134 0.42017
N -1.00992 -1.13185 0.49262
N -0.35112 -1.69971 -0.58204
N 0.74046 -1.26397 -0.96316
H -1.33230 1.99404 -0.81613
H -2.14071 0.50119 1.11500
*
```

The structure (SMILES) is [H]/N=c1/nccnnn1. The calculation puts the HOMO-LUMO gap at 8.9 eV. For the HOMO energy, the calculation gives -9.798 eV.

These are the natural (NBO) partial charges, in e, on atoms 1 to 6:
1. H 0.362
2. N -0.616
3. C 0.474
4. N -0.357
5. C 0.050
6. C 0.016

(three)
The following is a DFT calculation (ωB97M-V/def2-TZVPD) of a single C3H3N5 molecule.

```
! wB97M-V def2-TZVPD RIJCOSX def2/J DEFGRID3
* xyz 0 1
C -0.60388 -1.12911 0.27021
N 0.24803 -0.66932 1.18351
N 0.70657 0.66905 0.99862
C 0.38848 0.71624 -0.45408
N 0.43930 1.68102 -1.27439
N -0.56784 1.36099 -2.18761
N -1.30461 0.24585 -1.93162
C -0.57918 -0.31735 -0.78491
H -1.04203 -2.00561 0.52686
H 0.62705 -1.22255 2.07640
H 1.68811 0.67078 1.57701
*
```

The structure (SMILES) is c1[nH][nH]c2nnnc1-2. The calculation puts the HOMO-LUMO gap at 9.1 eV. For the HOMO energy, the calculation gives -9.257 eV.

These are the natural (NBO) partial charges, in e, on atoms 1 to 6:
1. C 0.077
2. N -0.363
3. N -0.390
4. C 0.305
5. N -0.333
6. N -0.031

(four)
The following is a DFT calculation (ωB97M-V/def2-TZVPD) of a single C3H3N5 molecule.

```
! wB97M-V def2-TZVPD RIJCOSX def2/J DEFGRID3
* xyz 0 1
H 2.53909 0.87452 1.91359
N 1.50247 0.26875 1.87412
C 0.59676 0.12696 0.71388
C -0.44639 -0.92038 0.78488
N -1.27519 -1.14572 -0.13248
N -1.75368 -0.12501 -0.84294
C -0.96851 0.45114 -1.59507
N 0.57953 0.54377 -1.55095
N 1.19950 0.48345 -0.37803
H -0.43730 -1.71435 1.46783
H -1.53628 1.15688 -2.25482
*
```

The structure (SMILES) is [H]/N=c1/cnncnn1. The calculation puts the HOMO-LUMO gap at 7.5 eV. For the HOMO energy, the calculation gives -9.761 eV.

These are the natural (NBO) partial charges, in e, on atoms 1 to 6:
1. H 0.390
2. N -0.518
3. C 0.241
4. C 0.019
5. N -0.191
6. N -0.227

Stability, descending: (two), (three), (one), (four)